Entry from the Open Molecules 2025 dataset: C6H12O in the gas phase (the ωB97M-V functional and the def2-TZVPD basis).

Values from the calculation:
E_HOMO = -9.38 eV
energy relative to the best compared isomer or geometry (same formula, charge and spin) = 1.1461 eV
LUMO energy = 0.0350 Ha
SMILES string = CC[C@@]1(C)C[C@H]1O

Cartesian coordinates (Å):
C  1.936  0.605  -0.379
C  1.088  -0.281  0.543
C  -0.371  -0.402  0.118
C  -0.649  -1.488  -0.904
C  -1.446  -0.134  1.147
C  -1.220  0.845  0.045
O  -0.704  2.087  0.428
H  1.744  1.666  -0.187
H  1.725  0.406  -1.436
H  3.006  0.440  -0.216
H  1.152  0.112  1.563
H  1.516  -1.294  0.576
H  0.024  -1.414  -1.767
H  -0.511  -2.480  -0.456
H  -1.678  -1.433  -1.279
H  -1.112  0.191  2.129
H  -2.352  -0.734  1.141
H  -1.965  0.889  -0.753
H  -0.182  2.420  -0.313